DFT (ωB97M-V/def2-TZVPD) results for C47H53N3P2RuS2 as an isolated structure.

Cartesian coordinates (Å):
Ru -0.16 1.18 -1.00
S -2.18 3.73 -1.13
P -2.11 0.06 -1.08
C -0.66 -0.85 -1.10
P -0.12 -2.32 -1.77
S 1.83 -2.55 -2.00
C -0.78 -3.69 -0.72
C 0.08 -4.51 0.01
C -0.43 -5.46 0.88
C -1.80 -5.60 1.04
C -2.67 -4.79 0.32
C -2.16 -3.84 -0.55
C -0.95 -2.65 -3.38
C -1.44 -3.91 -3.73
C -2.03 -4.11 -4.97
C -2.13 -3.05 -5.87
C -1.63 -1.81 -5.53
C -1.05 -1.61 -4.29
C -3.28 -0.04 -2.48
C -3.19 0.94 -3.47
C -3.99 0.86 -4.61
C -4.87 -0.20 -4.77
C -4.97 -1.17 -3.79
C -4.19 -1.08 -2.64
C -3.21 -0.23 0.35
C -2.81 -1.09 1.38
C -3.58 -1.22 2.53
C -4.75 -0.49 2.67
C -5.15 0.38 1.65
C -4.38 0.51 0.51
H 1.15 -4.38 -0.13
H 0.25 -6.09 1.45
H -2.20 -6.34 1.72
H -3.74 -4.89 0.44
H -2.83 -3.20 -1.10
H -1.36 -4.73 -3.04
H -2.42 -5.08 -5.23
H -2.61 -3.21 -6.84
H -1.71 -0.98 -6.22
H -0.67 -0.63 -4.01
H -2.51 1.77 -3.32
H -3.92 1.64 -5.36
H -5.48 -0.26 -5.66
H -5.65 -2.00 -3.91
H -4.28 -1.83 -1.87
H -1.88 -1.63 1.26
H -3.27 -1.90 3.31
H -5.35 -0.59 3.56
H -6.05 0.97 1.77
H -4.67 1.20 -0.28
C 0.77 -0.11 5.62
C 0.42 1.33 5.21
C -0.86 1.74 5.94
C 1.55 2.27 5.65
C 0.27 1.41 3.70
C -0.89 1.88 3.07
C -0.97 1.89 1.69
N 0.03 1.46 0.91
C 1.19 1.06 1.49
C 1.31 1.02 2.87
C 2.24 0.71 0.54
C 3.51 0.26 0.89
C 4.46 0.00 -0.08
C 4.07 0.22 -1.41
C 2.79 0.63 -1.70
N 1.87 0.87 -0.75
C 5.84 -0.55 0.23
C 6.91 0.41 -0.31
C 5.99 -1.92 -0.46
C 6.07 -0.74 1.73
H 0.87 -0.18 6.70
H 1.71 -0.44 5.17
H -0.01 -0.80 5.30
H -0.72 1.63 7.01
H -1.70 1.10 5.64
H -1.13 2.77 5.73
H 1.68 2.24 6.74
H 1.33 3.30 5.37
H 2.50 2.00 5.19
H -1.74 2.22 3.63
H -1.85 2.24 1.17
H 2.24 0.68 3.30
H 3.74 0.11 1.94
H 4.75 0.03 -2.23
H 2.46 0.73 -2.72
H 6.81 0.55 -1.39
H 7.91 0.02 -0.11
H 6.82 1.39 0.16
H 5.89 -1.84 -1.54
H 5.22 -2.61 -0.11
H 6.97 -2.35 -0.24
H 5.99 0.21 2.27
H 7.07 -1.14 1.90
H 5.35 -1.44 2.16
C 0.18 5.35 -2.29
C 0.38 4.43 -1.08
C 0.17 5.22 0.22
C 1.81 3.91 -1.11
N -0.57 3.29 -1.14
H 0.92 6.15 -2.29
H -0.82 5.78 -2.27
H 0.28 4.77 -3.21
H 0.90 6.03 0.29
H 0.31 4.55 1.08
H -0.83 5.63 0.25
H 2.50 4.76 -1.09
H 1.99 3.32 -2.01
H 2.02 3.28 -0.24

Summary:
Expectation value of S² ... 0.767
Spin multiplicity ... 2
Charge ... -1
HOMO-LUMO gap (alpha / beta) ... 5.23 / 5.51 eV
M ... 887.11 g mol⁻¹
LUMO level (alpha / beta) ... 2.2 / 2.2 eV
Highest occupied orbital energy (alpha / beta) ... -0.1121 / -0.1223 hartree
DFT total energy ... -96902.3332 eV